73
Properties=species:S:1:pos:R:3:lowdin_charge:R:1 method="wB97M-V/def2-TZVPD" fmax_ev_per_a=2.2 homo_ev="-6.676 / -8.675" spin_multiplicity=4 orbital_gap_ev="5.443 / 6.042" s_squared=3.78 charge=0
W 0.411 0.030 0.060 1.585
C 4.200 2.363 -0.482 -0.030
C 4.014 3.011 -1.694 -0.029
C 2.844 2.791 -2.388 0.016
C 1.884 1.929 -1.874 -0.225
N 2.049 1.339 -0.672 -0.044
C 3.197 1.550 -0.008 -0.157
C 0.664 1.546 -2.580 -0.250
C 0.358 1.968 -3.871 -0.024
C -0.819 1.547 -4.464 -0.063
C -1.689 0.721 -3.759 -0.042
C -1.380 0.303 -2.474 -0.071
C -0.189 0.705 -1.874 -0.240
H 5.102 2.483 0.100 0.114
H 4.776 3.667 -2.094 0.117
H 2.667 3.273 -3.338 0.112
H 3.316 1.041 0.933 0.046
H 1.031 2.612 -4.423 0.105
H -1.059 1.860 -5.472 0.105
H -2.619 0.397 -4.210 0.114
H -2.088 -0.319 -1.942 0.080
S -0.187 -1.783 2.028 0.921
C -0.289 -0.880 3.439 -0.655
C -1.015 -1.396 4.548 -0.082
C -1.056 -0.707 5.726 -0.064
C -0.368 0.515 5.841 -0.050
C 0.328 1.046 4.777 -0.111
C 0.373 0.369 3.552 -0.658
S 1.263 1.075 2.243 0.748
H -1.546 -2.331 4.422 0.114
H -1.622 -1.092 6.563 0.111
H -0.393 1.054 6.780 0.111
H 0.834 1.999 4.867 0.106
B 2.405 -1.703 -2.046 -0.383
N 1.011 -2.352 -1.854 -0.044
C 0.487 -3.455 -2.383 -0.050
C -0.786 -3.648 -1.867 -0.017
C -0.979 -2.596 -0.987 -0.138
N 0.122 -1.823 -0.983 -0.151
N 2.997 -1.690 -0.602 -0.051
C 4.066 -2.323 -0.129 -0.060
C 4.083 -2.210 1.254 -0.032
C 2.942 -1.485 1.554 -0.200
N 2.287 -1.166 0.427 -0.164
H 3.090 -2.391 -2.756 0.080
H 2.275 -0.577 -2.438 0.066
H 1.054 -4.027 -3.100 0.127
H -1.478 -4.441 -2.090 0.106
H -1.840 -2.361 -0.377 0.077
H 4.750 -2.806 -0.807 0.128
H 4.805 -2.609 1.944 0.101
H 2.568 -1.186 2.516 0.071
C -4.632 4.172 0.553 -0.036
C -3.269 3.551 0.567 -0.248
C -2.394 3.683 -0.507 0.003
C -1.205 2.990 -0.513 -0.109
N -0.811 2.179 0.482 -0.047
C -1.622 2.112 1.543 -0.151
C -2.827 2.778 1.628 -0.011
H -5.179 3.821 -0.323 0.089
H -4.567 5.261 0.506 0.085
H -5.200 3.883 1.434 0.084
H -2.650 4.295 -1.362 0.122
H -0.539 3.087 -1.354 0.101
H -1.326 1.469 2.353 0.072
H -3.448 2.622 2.499 0.120
F -1.449 -0.206 0.260 -0.482
As -4.323 -0.487 0.642 0.990
F -4.085 0.073 2.346 -0.371
F -3.420 -2.004 1.093 -0.392
F -5.816 -1.283 0.994 -0.277
F -4.323 -1.066 -1.062 -0.367
F -5.219 1.018 0.273 -0.352


42
Properties=species:S:1:pos:R:3:lowdin_charge:R:1 method="wB97M-V/def2-TZVPD" fmax_ev_per_a=0.3 homo_ev=-5.230 orbital_gap_ev=7.383 charge=-1
C 0.160 -1.183 1.433 -0.120
O -1.195 -1.550 1.429 -0.194
C -1.990 -1.101 0.338 -0.230
C -2.584 -2.259 -0.455 -0.218
C -1.584 -3.360 -0.827 -0.228
B -0.359 -3.021 -1.850 -0.994
Cl 0.210 -4.646 -2.742 0.378
C -0.608 -1.885 -2.990 -0.727
Br -2.179 -2.257 -4.128 0.589
C 0.661 -1.492 -3.763 -0.793
C 0.932 0.019 -3.795 -0.142
Br 0.854 -2.228 -5.569 0.586
H 0.393 -0.476 0.631 0.067
H 0.387 -0.678 2.385 0.065
H 0.799 -2.065 1.333 0.086
H -2.789 -0.468 0.749 0.110
H -1.371 -0.464 -0.306 0.105
H -3.428 -2.674 0.110 0.102
H -3.001 -1.823 -1.369 0.072
H -2.156 -4.200 -1.239 0.074
H -1.155 -3.721 0.115 0.083
H 0.647 -2.635 -1.256 0.063
H -0.956 -0.974 -2.498 0.040
H 1.470 -2.016 -3.260 0.048
H 1.740 0.268 -3.102 0.075
H 0.049 0.579 -3.483 0.069
H 1.222 0.378 -4.781 0.039
C 1.398 3.066 3.853 -0.221
C -0.016 3.314 3.306 -0.213
C 0.132 3.755 1.848 -0.217
S 1.636 2.961 1.242 0.656
O 2.597 3.983 0.907 -0.326
O 1.298 1.936 0.296 -0.316
C 2.104 2.215 2.805 -0.225
H 1.375 2.563 4.819 0.113
H 1.926 4.014 3.979 0.116
H -0.592 2.388 3.353 0.118
H -0.548 4.065 3.888 0.111
H -0.682 3.434 1.203 0.102
H 0.288 4.828 1.747 0.100
H 3.190 2.216 2.859 0.107
H 1.727 1.192 2.786 0.088


39
Properties=species:S:1:pos:R:3:lowdin_charge:R:1 method="wB97M-V/def2-TZVPD" fmax_ev_per_a=8.7 homo_ev=-8.481 orbital_gap_ev=8.615 charge=0
C -0.304 -1.243 -1.834 -0.382
C 0.807 -0.643 -1.067 -0.429
C -1.484 -1.088 -0.793 -0.282
C -2.643 -1.195 -1.517 -0.627
C -4.132 -2.542 0.446 -0.606
C 1.819 1.574 -0.274 -0.178
C 3.323 1.296 -0.063 -0.567
C 1.186 2.175 1.111 -0.284
C 0.127 3.163 0.722 -0.146
C 0.603 1.003 2.137 -0.206
C 1.755 0.403 2.884 -0.111
H 0.309 -3.092 -1.621 0.094
H 0.711 -2.484 -2.971 0.087
H -0.499 -0.399 -2.679 0.181
H -1.305 -0.146 0.052 0.180
H -1.176 -2.171 -0.253 0.160
H -2.535 -2.106 -2.097 0.092
H -2.654 -0.628 -2.483 0.123
H -4.741 -3.666 -0.157 0.123
H -4.704 -2.453 1.483 0.059
H -2.790 -2.958 0.607 0.135
H 0.206 1.196 -1.654 0.191
H 1.691 2.285 -1.057 0.132
H 1.915 2.984 1.497 0.161
H -0.870 2.805 0.271 0.095
H -0.179 3.947 1.421 0.073
H 0.505 3.759 -0.163 0.088
H 0.012 0.291 1.379 0.110
H -0.073 1.711 2.824 0.141
H 2.458 0.061 1.979 0.113
H 1.357 -0.447 3.346 0.048
H 2.225 1.235 3.459 0.098
H 2.995 -0.430 -0.721 0.101
N -0.110 -2.551 -2.387 0.081
N 0.861 0.739 -0.911 0.070
O 1.508 -1.330 -0.272 0.023
O 4.174 2.072 0.239 0.128
O 3.738 0.121 -0.332 0.142
S -4.083 -1.248 -0.552 0.790